{
  "formula": "C4H9N2",
  "method": "ωB97M-V with the def2-TZVPD basis set",
  "species": ["N", "H", "H", "C", "C", "H", "H", "H", "H", "N", "H", "C", "H", "H", "C"],
  "positions_angstrom": [[2.2729, -1.1440, -0.0395], [-2.3775, -1.3814, -0.8644], [3.2572, -1.0641, -0.2583], [1.1790, 1.2615, -0.2236], [1.4572, -0.1518, -0.1068], [-2.7739, -1.1520, 0.7863], [1.7361, 1.9514, 0.4057], [-2.0031, 1.0994, 0.7061], [1.0031, 1.6587, -1.2164], [-2.4366, -0.7569, -0.0746], [1.9441, -2.0534, 0.2766], [0.1298, 0.2793, 0.3262], [0.0162, 0.1922, 1.4016], [-1.6588, 0.8641, -1.0486], [-1.7459, 0.3971, -0.0703]],
  "forces_ev_per_angstrom": [[0.018, 0.014, 0.006], [-0.059, 0.120, 0.165], [0.008, 0.107, -0.111], [0.467, 0.370, 0.200], [-2.338, -0.201, 0.486], [0.019, -0.038, -0.044], [0.041, -0.064, 0.008], [0.045, 0.025, 0.195], [-0.186, -0.058, -0.141], [-0.309, -0.575, 0.104], [0.069, 0.234, -0.071], [-0.114, -0.105, -0.106], [0.349, 0.005, 0.168], [-0.074, 0.018, 0.113], [2.062, 0.148, -0.971]],
  "nbo_charge": [-0.640, 0.402, 0.434, -0.445, 0.424, 0.402, 0.252, 0.222, 0.259, -0.770, 0.432, -0.382, 0.248, 0.212, -0.049],
  "orbital_gap_ev": 8.781,
  "mol_weight_g_mol": 85.13,
  "homo_ev": -13.02,
  "charge": 1,
  "e_above_lowest_kcal_mol": 76.3
}